Here is 18 unconnected molecules or ions with the total composition C54H108O32 in a non-equilibrium geometry from the Open Molecules 2025 dataset. Energies are from wB97M-V/def2-TZVPD.

Positions of all 194 atoms, in Å:
O (0.15124, -2.66796, -0.44420)
O (5.68875, 0.77148, -2.36739)
O (-0.19009, 6.35971, -0.80584)
O (1.87012, 5.56648, -1.06637)
O (-6.15346, 1.89386, -0.88715)
O (3.78172, 1.04595, -1.14392)
O (-0.35622, -0.25691, 7.69386)
O (0.11699, 4.08708, -0.49965)
O (-2.44278, 4.43231, -4.34355)
O (2.75897, 5.36848, 3.02664)
O (3.93616, -5.38005, 0.22828)
O (4.62656, 2.52596, 1.93707)
O (4.54427, -2.29136, -5.55950)
O (-3.97561, 1.27272, -8.61737)
O (-2.81510, -0.56181, -7.89899)
O (-5.95186, -0.78081, 1.62058)
O (-4.59177, 3.42819, -0.15654)
O (-6.73913, 3.14042, 0.79249)
O (-0.12037, -6.59339, -6.62240)
O (-1.26748, -4.66375, -6.63631)
O (2.71914, -1.05529, 3.63049)
O (0.97987, -4.65632, -6.12462)
O (-0.34041, 3.95437, -3.88797)
O (0.87440, 6.50373, 2.34165)
O (-1.15158, -1.95529, 4.08222)
O (0.69847, 4.36432, 2.69119)
O (-1.96365, 2.48622, -3.09647)
O (-4.95352, -2.60262, 6.34850)
O (-0.49093, -7.61147, 2.81751)
O (3.72499, 1.79263, -3.14540)
O (-3.81241, 0.92167, -6.43476)
O (-2.47813, 2.58857, 4.36722)
C (4.51793, -4.44530, -0.25330)
C (4.51656, 1.18373, -2.21672)
C (1.13993, 2.98847, 2.65081)
C (6.44786, 1.59575, 3.25814)
C (4.80532, -4.33056, -1.71672)
C (-1.29374, -3.16677, 3.97167)
C (3.57775, -1.45021, 4.42122)
C (-3.25490, 0.35424, -5.23555)
C (-1.65094, 3.54036, -3.66618)
C (-6.57210, 4.04390, 1.86037)
C (-0.20162, -1.54902, -0.75984)
C (-5.05643, -1.45324, 5.92726)
C (0.67050, 1.87629, 7.60749)
C (-0.43298, -3.95609, 3.06356)
C (-3.54958, 0.40180, -7.63898)
C (3.26285, -1.52419, 5.90606)
C (-3.77948, -0.70517, 5.57942)
C (4.04856, 1.62800, -4.46833)
C (-6.42819, -0.75578, 5.97790)
C (1.65240, -8.53564, 2.98471)
C (0.37732, 0.46672, 5.52555)
C (-1.29494, -3.26440, -6.80554)
C (0.51902, 5.22106, -0.82774)
C (1.52172, 5.40635, 2.71908)
C (2.91641, 4.56234, -1.16230)
C (0.63993, -7.59547, 2.32677)
C (1.64032, 7.65838, 2.03350)
C (0.15805, 0.61935, 7.02213)
C (-1.63525, 6.32190, -0.69324)
C (4.97071, -1.91222, 3.98345)
C (3.36214, -2.03696, -5.39677)
C (-2.49143, 2.78998, 3.09828)
C (2.80883, -2.03608, -3.95363)
C (1.22915, -6.58517, 1.32817)
C (-5.64467, -2.33634, -0.14712)
C (0.79126, 3.03333, -3.61091)
C (-2.87497, 4.14957, 2.59634)
C (-5.37092, 1.57256, -2.03543)
C (-3.74135, 1.04730, -9.94264)
C (5.34284, -3.58223, 0.61876)
C (0.91829, -7.46567, -6.39434)
C (-0.03368, -5.24599, -6.45092)
C (-2.38688, -3.94908, 4.62844)
C (-2.22207, 1.60616, 2.20205)
C (5.74409, 2.69735, 2.41700)
C (2.50063, -1.76329, -6.63271)
C (-3.67509, -1.65249, 1.42163)
C (6.40918, 3.97467, 1.92946)
C (4.02933, 0.20534, -0.03648)
C (-5.16981, -1.53798, 1.05889)
C (-3.82944, 4.43005, -4.15608)
C (-1.16519, -1.14458, -1.89313)
C (0.06259, -0.40755, 0.20353)
C (-5.68779, 2.88074, -0.10435)
H (0.41977, -3.36351, 2.73224)
H (1.95185, -2.67408, -6.87229)
H (4.92747, 0.67578, 0.36369)
H (0.54321, 2.28579, 2.06921)
H (-2.57604, 4.23676, 1.55177)
H (-6.72382, -2.28489, -0.29164)
H (-5.87837, 0.96010, -2.78074)
H (6.91472, 2.05069, 4.13174)
H (-5.17248, -3.31179, -0.26386)
H (-4.44058, 1.06229, -1.78603)
H (6.41427, 4.63149, 2.79932)
H (3.10472, -1.31901, -7.42378)
H (1.65199, 8.41200, 2.82092)
H (-2.08188, -4.17132, 5.65103)
H (2.12836, 2.99515, 2.19139)
H (0.55144, 1.94114, 8.68902)
H (2.01665, -7.03620, 0.72441)
H (7.46279, 3.77988, 1.72930)
H (-4.17492, 4.23082, -3.14166)
H (1.66858, -5.78016, 1.91720)
H (1.74953, 1.87370, 7.45326)
H (1.24386, -9.40878, 3.49344)
H (5.67845, 0.94152, 3.66812)
H (-0.69143, -2.87754, -5.98444)
H (4.26163, -0.82653, -0.29988)
H (-6.36275, 0.23977, 6.41686)
H (-2.08909, 7.31147, -0.63936)
H (4.11206, -1.19399, 6.50431)
H (-0.17847, -4.92027, 3.50365)
H (0.48365, -0.57399, 5.21943)
H (1.38904, -7.29759, -5.42571)
H (-4.20030, 1.87658, -10.48093)
H (-6.73414, -0.57772, 4.94698)
H (3.84438, -4.49757, -2.20335)
H (-1.96398, 5.76031, -1.56768)
H (2.34285, -0.94481, 5.98372)
H (-3.76975, 0.19213, 6.19817)
H (5.88881, 4.57724, 1.18500)
H (5.07909, -2.53248, 0.49006)
H (-0.85337, -0.37505, -2.59931)
H (5.08036, -1.78327, 2.90667)
H (2.75084, 3.79250, -1.91598)
H (5.20759, -3.76125, 1.68542)
H (2.59922, 7.42415, 1.57116)
H (0.75482, 0.34344, -0.17716)
H (-1.77349, 0.84084, 2.83543)
H (-7.07207, -1.54206, 6.37198)
H (-2.17248, 0.31794, -5.35871)
H (2.43661, -1.02293, -3.80174)
H (2.96790, 3.91146, -0.28949)
H (-3.60928, -0.65380, -5.02021)
H (-4.23742, 3.64161, -4.78854)
H (2.38151, -9.03465, 2.34635)
H (-2.18192, -0.92797, -1.56536)
H (2.99438, -2.55881, 6.11954)
H (-4.99326, 2.43114, -2.59068)
H (-2.67379, 1.20836, -10.09258)
H (3.23451, 0.35088, 0.69507)
H (-1.43495, 1.90653, 1.51044)
H (-3.47552, -2.69159, 1.68343)
H (-3.40373, -1.08022, 2.30874)
H (-5.30778, -1.84741, -1.06121)
H (-6.61810, 3.54112, 2.82639)
H (4.10596, 0.59264, -4.80424)
H (-3.95251, 4.15735, 2.43220)
H (-0.69702, -2.94567, -7.65936)
H (5.17145, -3.30895, -1.81855)
H (-2.56179, 5.05223, 3.12095)
H (1.73222, 3.56583, -3.47262)
H (5.55575, -5.05660, -2.02946)
H (-0.83471, 0.09355, 0.56664)
H (-4.34276, 5.24802, -4.66157)
H (-2.95157, -1.30751, 5.95337)
H (5.74942, -1.47959, 4.61158)
H (0.22397, 2.71052, 7.06642)
H (-1.24497, -2.07178, -2.46062)
H (1.72335, -7.25105, -7.09714)
H (7.08730, 0.87675, 2.74604)
H (-3.14808, -1.26827, 0.54828)
H (1.02845, 2.29250, -4.37446)
H (1.24847, 2.67990, 3.69057)
H (-7.39145, 4.76256, 1.84300)
H (-3.31130, -3.37582, 4.55837)
H (0.79104, 2.43650, -2.69883)
H (1.08492, 8.10211, 1.20722)
H (1.77663, -0.99622, -6.35788)
H (-1.02405, -4.07082, 2.15495)
H (-1.89866, 5.71169, 0.17068)
H (0.46417, -6.16582, 0.67467)
H (-5.67860, 4.64807, 1.70307)
H (3.90316, 5.02540, -1.15781)
H (-2.30210, -2.85881, -6.90156)
H (-3.01650, 1.15042, 1.61105)
H (3.17001, 1.81838, -5.08477)
H (5.06582, -2.99165, 4.10127)
H (6.38156, -3.63517, 0.29265)
H (-3.72878, -0.39023, 4.53714)
H (-4.01677, 0.02094, -10.18517)
H (-0.40064, 0.99950, 4.97872)
H (-3.52616, 1.03593, -4.42944)
H (4.90811, 2.22055, -4.78163)
H (-2.63974, -4.84532, 4.06194)
H (1.32000, 0.91849, 5.21675)
H (3.53825, -2.33669, -3.20152)
H (0.69528, -8.53248, -6.37764)
H (0.49956, -0.76841, 1.13462)
H (2.28144, -7.92046, 3.62811)
H (1.95582, -2.71168, -3.89003)

Its multiplicity is 1. As for the gap between HOMO and LUMO: 0.332 Eh. The value obtained for the calculated total energy is -4529.82678 Ha. The total charge is 0. As for the highest occupied orbital energy: -8.858 eV.